# 1
Molecular formula: C22H50Cl8O9
Method: DFT, ωB97M-V/def2-TZVPD

Values from the calculation:
HOMO-LUMO gap = 9.86 eV
E_LUMO = 0.309 eV
multiplicity = 1
energy above the lowest of the compared OMol25 structures with the same formula, charge and spin = 482.08 kJ/mol
charge = 0
structure (SMILES) = C1CCOC1.C1CCOC1.C1CCOC1.ClCCl.ClCCl.ClCCl.ClCCl.OCCO.OCCO.OCCO

Each line ends with the Mulliken charge.
CARTESIAN COORDINATES (ANGSTROEM)
1 C -0.29 5.56 -8.72  -0.4659
2 C 0.33 5.25 -9.98  -0.6023
3 C 1.85 5.62 -9.81  -0.3854
4 O 2.01 5.90 -8.38  -0.4044
5 C 0.91 5.36 -7.72  -0.4165
6 H -1.22 5.04 -8.46  0.3518
7 H -0.65 6.58 -8.85  0.2117
8 H -0.12 5.72 -10.85  0.3695
9 H 0.08 4.21 -10.19  0.2538
10 H 2.11 6.46 -10.45  0.2993
11 H 2.44 4.79 -10.21  0.2506
12 H 0.88 5.81 -6.73  0.2916
13 H 1.18 4.32 -7.53  0.2462
14 C -5.55 4.60 4.72  -0.4934
15 C -4.82 4.91 3.39  -0.4606
16 C -5.99 5.18 2.44  -0.4938
17 O -7.19 4.69 3.10  -0.4243
18 C -7.01 4.74 4.49  -0.3674
19 H -5.23 5.32 5.47  0.2631
20 H -5.16 3.65 5.10  0.2703
21 H -4.40 4.04 2.89  0.1807
22 H -4.08 5.71 3.33  0.3585
23 H -5.80 4.93 1.40  0.3867
24 H -5.98 6.27 2.41  0.2379
25 H -7.46 3.92 5.06  0.2404
26 H -7.51 5.67 4.76  0.3019
27 C 0.85 0.28 -0.19  -0.6062
28 C 0.35 -1.13 -0.56  -0.5800
29 C 0.54 -1.95 0.65  -0.3388
30 O 1.74 -1.31 1.23  -0.4132
31 C 2.07 -0.04 0.66  -0.3653
32 H 0.12 0.71 0.49  0.2996
33 H 1.21 0.87 -1.03  0.3175
34 H 0.99 -1.47 -1.37  0.2877
35 H -0.70 -1.11 -0.86  0.3273
36 H 0.68 -3.02 0.57  0.2714
37 H -0.34 -1.72 1.26  0.2393
38 H 2.83 -0.14 -0.11  0.2981
39 H 2.19 0.65 1.50  0.2628
40 Cl -4.98 -1.18 -7.84  -0.1450
41 C -5.09 -1.24 -6.03  -0.2342
42 Cl -5.34 0.36 -5.19  -0.1526
43 H -5.89 -1.90 -5.71  0.2732
44 H -4.16 -1.67 -5.67  0.2585
45 Cl 4.88 7.07 3.41  -0.1499
46 C 3.20 7.03 4.06  -0.2390
47 Cl 2.77 8.35 5.22  -0.1399
48 H 2.54 6.95 3.20  0.2736
49 H 3.11 6.06 4.55  0.2552
50 Cl 8.90 2.14 -6.03  -0.1393
51 C 7.88 3.60 -5.87  -0.2350
52 Cl 6.67 3.65 -4.52  -0.1500
53 H 8.52 4.46 -5.70  0.2573
54 H 7.33 3.76 -6.80  0.2669
55 Cl -7.77 -5.80 5.06  -0.1357
56 C -6.13 -5.42 4.70  -0.2107
57 Cl -6.09 -4.09 3.49  -0.1530
58 H -5.66 -5.06 5.62  0.2536
59 H -5.72 -6.34 4.29  0.2458
60 O -5.62 -9.51 -0.56  -0.5269
61 C -4.30 -9.29 -1.02  -0.5046
62 C -4.41 -8.82 -2.49  -0.2393
63 O -5.34 -7.68 -2.61  -0.5010
64 H -5.88 -10.33 -0.98  0.3183
65 H -3.91 -8.43 -0.48  0.2736
66 H -3.73 -10.20 -0.86  0.3166
67 H -4.64 -9.73 -3.05  0.2707
68 H -3.41 -8.49 -2.79  0.2710
69 H -6.09 -7.70 -2.01  0.3215
70 O 1.38 -2.12 9.38  -0.4947
71 C 0.91 -1.73 8.15  -0.5352
72 C 1.24 -0.21 7.96  -0.3029
73 O 2.54 0.09 7.42  -0.4966
74 H 2.30 -2.26 9.13  0.3334
75 H 1.46 -2.27 7.38  0.3225
76 H -0.16 -1.90 8.09  0.3255
77 H 1.10 0.33 8.90  0.2542
78 H 0.48 0.17 7.27  0.3099
79 H 3.16 -0.37 7.98  0.2837
80 O 10.59 -4.68 1.78  -0.5047
81 C 9.28 -4.66 1.12  -0.4182
82 C 8.05 -4.44 1.99  -0.4023
83 O 7.84 -5.47 3.03  -0.4908
84 H 10.96 -3.81 1.64  0.3057
85 H 9.22 -3.88 0.37  0.3010
86 H 9.24 -5.51 0.44  0.2999
87 H 7.11 -4.34 1.45  0.2948
88 H 8.12 -3.46 2.47  0.3018
89 H 7.69 -4.88 3.77  0.3129

=====

# 2
Molecular formula: C22H50CoNPSi4Te
Method: DFT, ωB97M-V/def2-TZVPD

Values from the calculation:
HOMO-LUMO gap (spin up / spin down) = 6.90 / 6.65 eV
E_LUMO (spin up / spin down) = 0.250 / -0.531 eV
multiplicity = 4
charge = 0

Each line ends with the Mulliken spin population.
CARTESIAN COORDINATES (ANGSTROEM)
1 C 4.16 2.54 0.67  -0.0090
2 C 2.96 2.98 1.19  0.0253
3 C 1.74 2.29 0.94  0.1403
4 C 1.82 1.05 0.27  0.0032
5 C 3.03 0.67 -0.32  -0.1720
6 C 4.22 1.38 -0.10  -0.0003
7 C 0.55 2.90 1.64  -0.0012
8 C -0.71 3.54 0.98  0.0021
9 N -0.99 3.57 -0.44  0.0003
10 Co 0.55 -0.69 0.30  2.6346
11 C 3.04 -0.51 -1.26  0.0142
12 P 1.27 -0.85 -1.65  0.1334
13 H 2.95 3.89 1.79  -0.0009
14 H 5.14 1.04 -0.56  -0.0010
15 H 5.07 3.10 0.85  -0.0003
16 H 3.49 -1.43 -0.83  -0.0010
17 H 3.59 -0.30 -2.19  -0.0004
18 H 0.18 2.17 2.38  0.0014
19 H 0.93 3.74 2.24  -0.0005
20 H -1.60 3.05 1.43  0.0007
21 C 1.27 -2.41 -2.56  0.0227
22 C 0.92 0.43 -2.90  0.0129
23 H -0.73 4.61 1.28  0.0007
24 C 0.02 3.91 -1.39  0.0011
25 C -2.06 2.73 -0.90  -0.0017
26 H 0.38 -2.31 0.46  0.1425
27 H -0.09 4.95 -1.75  -0.0002
28 H 1.01 3.80 -0.96  0.0009
29 H -0.09 3.26 -2.26  -0.0003
30 H -2.98 3.31 -1.14  -0.0002
31 H -1.76 2.20 -1.81  0.0012
32 H -2.32 2.00 -0.13  0.0051
33 H 1.42 0.17 -3.84  0.0046
34 H -0.17 0.48 -3.04  0.0002
35 H 1.29 1.41 -2.56  -0.0022
36 H 2.04 -2.36 -3.34  0.0030
37 H 1.50 -3.24 -1.88  -0.0019
38 H 0.29 -2.56 -3.01  0.0009
39 H -0.15 -2.12 -0.15  -0.1355
40 C -4.23 -1.97 -0.74  0.0018
41 Si -3.23 -3.31 0.12  0.0031
42 C -4.34 -4.78 0.55  0.0019
43 C -1.93 -4.02 -1.03  0.0061
44 Si -2.49 -2.32 2.13  0.0155
45 Te -1.25 -0.15 1.90  0.1176
46 Si -4.36 -1.82 3.46  -0.0109
47 C -5.46 -3.33 3.66  0.0007
48 C -3.80 -1.27 5.17  0.0045
49 C -5.32 -0.44 2.61  0.0048
50 Si -1.16 -3.83 3.33  0.0084
51 C -2.24 -5.29 3.83  0.0002
52 C 0.25 -4.45 2.25  0.0171
53 C -0.48 -2.99 4.87  0.0023
54 H -4.42 -2.30 -1.77  0.0002
55 H -3.70 -1.01 -0.77  -0.0020
56 H -5.21 -1.81 -0.25  -0.0001
57 H -4.62 -5.26 -0.40  0.0003
58 H -3.82 -5.54 1.16  -0.0003
59 H -5.25 -4.49 1.07  -0.0001
60 H -1.36 -3.24 -1.55  -0.0075
61 H -1.22 -4.70 -0.53  0.0020
62 H -2.46 -4.62 -1.79  0.0011
63 H -4.93 -4.22 4.02  -0.0002
64 H -6.23 -3.07 4.41  0.0001
65 H -5.98 -3.59 2.73  -0.0001
66 H -3.03 -0.48 5.12  -0.0011
67 H -4.67 -0.86 5.70  0.0003
68 H -3.40 -2.10 5.77  -0.0001
69 H -4.69 0.43 2.41  -0.0001
70 H -5.78 -0.77 1.67  -0.0004
71 H -6.13 -0.13 3.29  0.0009
72 H -2.68 -5.82 2.97  0.0002
73 H -1.59 -6.00 4.37  0.0000
74 H -3.05 -5.01 4.51  0.0000
75 H 0.87 -3.63 1.86  0.0084
76 H 0.89 -5.08 2.87  0.0015
77 H -0.10 -5.05 1.40  0.0022
78 H 0.05 -2.07 4.61  -0.0016
79 H -1.26 -2.75 5.60  0.0001
80 H 0.24 -3.68 5.34  0.0001

=====

# 3
Molecular formula: C22H50F2NO11PS
Method: DFT, ωB97M-V/def2-TZVPD

Values from the calculation:
HOMO-LUMO gap = 9.81 eV
E_LUMO = 0.661 eV
multiplicity = 1
charge = 0
structure (SMILES) = CCOP(=O)(CCCN([C@H](F)CC)S(=O)(=O)F)OCC.COCCOCCOC.COCCOCCOC

Each line ends with the Mulliken charge.
CARTESIAN COORDINATES (ANGSTROEM)
1 C 4.76 0.85 -1.06  -1.2442
2 C 4.41 -0.61 -1.36  0.1193
3 O 3.42 -0.68 -2.41  -0.4532
4 P 2.01 -1.27 -1.98  0.9498
5 O 1.30 -0.41 -1.01  -0.7141
6 C 1.16 -1.40 -3.55  -0.8965
7 C -0.26 -1.96 -3.46  -0.3745
8 C -1.27 -0.97 -2.88  -1.2611
9 N -1.55 -1.29 -1.46  0.4429
10 C -1.66 -0.13 -0.57  -0.2226
11 F -1.40 -0.57 0.70  -0.4655
12 C -2.97 0.67 -0.65  -0.4927
13 C -3.61 1.04 0.70  -1.1333
14 S -2.74 -2.44 -1.34  1.1096
15 O -3.67 -2.37 -2.41  -0.6058
16 O -2.13 -3.69 -1.04  -0.5835
17 F -3.47 -1.97 -0.06  -0.1977
18 O 2.34 -2.71 -1.39  -0.4038
19 C 1.26 -3.42 -0.75  0.4364
20 C 1.76 -4.12 0.51  -1.1719
21 H 4.54 1.09 -0.03  0.2867
22 H 4.17 1.50 -1.70  0.4034
23 H 5.81 1.05 -1.25  0.2908
24 H 5.31 -1.08 -1.76  0.3582
25 H 4.10 -1.12 -0.45  0.0796
26 H 1.76 -2.03 -4.21  0.4294
27 H 1.16 -0.40 -3.97  0.4150
28 H -0.57 -2.22 -4.48  0.3454
29 H -0.32 -2.89 -2.89  0.2004
30 H -2.18 -0.92 -3.48  0.5624
31 H -0.82 0.02 -2.90  0.5616
32 H -0.83 0.51 -0.85  0.6271
33 H -3.72 0.18 -1.27  0.2531
34 H -2.74 1.60 -1.18  0.4660
35 H -4.68 0.82 0.65  0.1800
36 H -3.54 2.10 0.93  0.3354
37 H -3.22 0.48 1.54  0.3779
38 H 0.43 -2.77 -0.50  -0.1206
39 H 0.89 -4.17 -1.45  0.2764
40 H 1.82 -5.20 0.36  0.3211
41 H 1.06 -3.97 1.33  0.3534
42 H 2.74 -3.75 0.81  0.1503
43 C 5.48 -2.13 4.05  -0.7779
44 O 6.52 -2.64 3.25  -0.3296
45 C 6.25 -2.65 1.86  -0.1656
46 C 7.43 -2.15 1.05  -0.4442
47 O 7.73 -0.77 1.18  -0.4139
48 C 8.26 -0.27 2.40  -0.2899
49 C 9.68 -0.68 2.71  -0.5377
50 O 9.79 -2.06 3.02  -0.3059
51 C 10.88 -2.72 2.41  -0.7839
52 H 4.75 -2.90 4.29  0.3030
53 H 5.93 -1.77 4.98  0.2559
54 H 4.98 -1.28 3.57  0.3432
55 H 5.37 -2.04 1.62  0.0588
56 H 6.05 -3.68 1.56  0.3919
57 H 7.17 -2.27 -0.01  0.4659
58 H 8.32 -2.77 1.22  0.0996
59 H 7.60 -0.48 3.24  0.1079
60 H 8.27 0.81 2.27  0.3950
61 H 10.01 -0.10 3.59  0.3816
62 H 10.33 -0.42 1.87  0.3414
63 H 11.03 -2.38 1.38  0.3656
64 H 10.65 -3.78 2.39  0.2351
65 H 11.80 -2.57 2.98  0.3084
66 C -9.45 6.73 -0.20  -0.7905
67 O -8.84 5.62 -0.82  -0.2923
68 C -7.43 5.60 -0.77  -0.6043
69 C -6.87 4.24 -0.41  -0.1894
70 O -7.10 3.80 0.92  -0.4440
71 C -8.43 3.47 1.31  -0.2726
72 C -9.00 2.21 0.69  -0.5408
73 O -9.27 2.36 -0.70  -0.3053
74 C -8.86 1.27 -1.50  -0.6755
75 H -9.50 7.58 -0.89  0.3045
76 H -10.46 6.45 0.08  0.2372
77 H -8.92 7.03 0.71  0.3665
78 H -7.05 6.34 -0.06  0.3532
79 H -7.05 5.86 -1.77  0.3622
80 H -5.78 4.32 -0.49  0.3773
81 H -7.18 3.48 -1.13  0.1039
82 H -9.11 4.31 1.19  0.1063
83 H -8.35 3.27 2.38  0.4032
84 H -9.94 1.99 1.20  0.3820
85 H -8.31 1.38 0.86  0.3205
86 H -7.89 0.87 -1.17  0.2560
87 H -8.74 1.64 -2.52  0.2357
88 H -9.60 0.47 -1.50  0.3108

=====

# 4
Molecular formula: C22H50IrN3P3Se
Method: DFT, ωB97M-V/def2-TZVPD

Values from the calculation:
HOMO-LUMO gap (spin up / spin down) = 7.81 / 5.17 eV
E_LUMO (spin up / spin down) = -10.551 / -14.847 eV
multiplicity = 6
energy above the lowest of the compared OMol25 structures with the same formula, charge and spin = 27.43 kJ/mol
charge = +4

Each line ends with the Mulliken spin population.
CARTESIAN COORDINATES (ANGSTROEM)
1 Ir 0.05 0.08 0.23  2.4119
2 P 0.91 -1.89 1.27  0.1656
3 P 2.18 0.75 -0.29  0.1377
4 P -1.51 -1.14 -0.77  0.2309
5 H 0.28 2.78 -2.72  0.0097
6 C -0.72 2.64 -2.33  0.0719
7 C -1.09 2.50 -1.05  0.1156
8 H -0.46 2.18 -0.20  -0.0953
9 C 1.72 -3.15 0.22  0.0478
10 C 2.14 -1.52 2.57  0.0350
11 C -0.28 -2.95 2.17  0.0498
12 C 2.28 2.10 -1.49  0.0604
13 C 2.97 1.51 1.19  0.0519
14 C 3.48 -0.39 -0.91  0.0433
15 C -2.51 -0.10 -1.86  0.0512
16 C -2.67 -1.45 0.61  0.1086
17 C -1.36 -2.67 -1.73  0.0583
18 H -1.49 2.82 -3.10  0.0005
19 H -2.09 2.85 -0.77  0.0093
20 H 2.26 -3.85 0.87  0.0075
21 H 2.42 -2.71 -0.49  -0.0082
22 H 0.97 -3.72 -0.34  -0.0048
23 H 2.32 -2.43 3.17  0.0059
24 H 1.78 -0.74 3.25  -0.0010
25 H 3.10 -1.20 2.15  -0.0009
26 H 0.28 -3.60 2.87  0.0073
27 H -0.85 -3.59 1.49  -0.0028
28 H -0.98 -2.34 2.76  -0.0030
29 H 3.18 2.71 -1.32  0.0062
30 H 1.41 2.73 -1.36  -0.0071
31 H 2.30 1.69 -2.51  -0.0070
32 H 4.04 1.28 1.19  0.0036
33 H 2.53 1.13 2.12  -0.0003
34 H 2.83 2.59 1.16  -0.0001
35 H 4.39 0.21 -1.14  0.0082
36 H 3.13 -0.87 -1.84  -0.0326
37 H 3.74 -1.15 -0.16  0.0029
38 H -3.51 -0.52 -1.97  0.0084
39 H -2.02 -0.01 -2.83  -0.0113
40 H -2.59 0.90 -1.42  -0.0054
41 H -3.66 -1.07 0.31  0.0096
42 H -2.36 -0.91 1.53  -0.0435
43 H -2.75 -2.52 0.84  0.0083
44 H -2.32 -2.87 -2.23  0.0108
45 H -1.10 -3.53 -1.12  0.0009
46 H -0.61 -2.54 -2.52  -0.0181
47 C 1.07 -1.01 -5.15  0.2792
48 C 0.49 0.22 -4.83  -0.0065
49 C -0.36 0.87 -5.74  0.1530
50 C -0.60 0.28 -7.00  0.2286
51 C 0.09 -0.88 -7.37  0.0883
52 C 0.95 -1.50 -6.47  0.0315
53 Se 2.07 -2.02 -3.88  0.1195
54 H 1.05 -3.01 -3.61  0.0200
55 H 0.68 0.66 -3.85  0.0630
56 H -0.82 1.83 -5.48  0.0164
57 H -1.31 0.75 -7.67  -0.0024
58 H -0.04 -1.29 -8.38  0.0067
59 H 1.51 -2.39 -6.75  0.0007
60 C 0.33 3.29 3.57  -0.0018
61 N -0.50 2.16 3.96  0.1631
62 C -0.92 2.13 5.35  -0.0051
63 C -0.79 1.21 3.04  -0.0509
64 N -0.20 1.31 1.86  0.3820
65 N -1.75 0.22 3.36  -0.0148
66 C -1.50 -0.69 4.50  -0.0013
67 C -3.14 0.71 3.35  -0.0027
68 H 0.34 3.99 4.39  0.0013
69 H -0.08 3.82 2.70  0.0042
70 H 1.37 2.99 3.37  0.0060
71 H -2.01 2.12 5.45  0.0079
72 H -0.48 1.28 5.89  0.0084
73 H -0.55 3.05 5.82  0.0014
74 H 0.22 2.23 1.72  0.0053
75 H -1.64 -0.19 5.47  -0.0003
76 H -2.24 -1.51 4.43  0.0004
77 H -0.49 -1.12 4.43  0.0016
78 H -3.41 1.04 2.33  -0.0019
79 H -3.81 -0.11 3.64  0.0006
80 H -3.28 1.55 4.05  0.0009

=====

# 5
Molecular formula: C22H50N3OP3Pr
Method: DFT, ωB97M-V/def2-TZVPD

Values from the calculation:
HOMO-LUMO gap (spin up / spin down) = 3.38 / 3.45 eV
E_LUMO (spin up / spin down) = -10.521 / -10.453 eV
multiplicity = 3
energy above the lowest of the compared OMol25 structures with the same formula, charge and spin = 0.00 kJ/mol
charge = +3

Each line ends with the Mulliken spin population.
CARTESIAN COORDINATES (ANGSTROEM)
1 Pr -0.20 -0.22 0.67  2.0417
2 P 2.15 1.23 1.71  -0.0057
3 P -0.80 2.19 -1.12  -0.0107
4 P 1.78 -0.46 -1.58  -0.0064
5 H -1.61 -2.59 0.08  -0.0026
6 C -0.53 -2.67 -0.14  0.0058
7 C 0.34 -2.84 0.92  -0.0080
8 H -0.08 -3.11 1.90  0.0004
9 C 2.03 1.82 3.43  -0.0039
10 C 2.89 2.71 0.94  -0.0003
11 C 3.63 0.15 1.86  -0.0014
12 C -2.12 1.82 -2.34  -0.0015
13 C -1.59 3.55 -0.16  -0.0007
14 C 0.32 3.19 -2.18  -0.0004
15 C 2.76 -2.02 -1.57  -0.0017
16 C 3.10 0.73 -2.02  0.0002
17 C 0.92 -0.62 -3.20  -0.0021
18 H -0.28 -2.87 -1.18  0.0017
19 H 1.43 -2.94 0.86  -0.0001
20 H 1.77 1.01 4.13  0.0009
21 H 1.24 2.58 3.50  0.0002
22 H 2.99 2.27 3.73  -0.0002
23 H 2.14 3.51 0.88  0.0000
24 H 3.23 2.50 -0.08  0.0002
25 H 3.75 3.06 1.53  -0.0002
26 H 3.35 -0.79 2.37  0.0000
27 H 4.41 0.66 2.45  -0.0003
28 H 4.03 -0.10 0.87  0.0004
29 H -2.46 2.76 -2.81  -0.0001
30 H -2.98 1.35 -1.83  -0.0003
31 H -1.75 1.14 -3.12  0.0006
32 H -1.95 4.34 -0.84  -0.0003
33 H -0.84 3.98 0.53  0.0001
34 H -2.43 3.15 0.42  0.0000
35 H -0.24 4.05 -2.59  -0.0001
36 H 0.69 2.59 -3.02  -0.0001
37 H 1.16 3.57 -1.58  0.0001
38 H 3.24 -2.16 -2.55  -0.0002
39 H 2.11 -2.87 -1.35  0.0002
40 H 3.53 -1.96 -0.79  0.0000
41 H 3.60 0.40 -2.94  -0.0003
42 H 3.83 0.80 -1.21  0.0000
43 H 2.66 1.73 -2.18  0.0003
44 H 1.63 -1.01 -3.94  -0.0001
45 H 0.53 0.35 -3.53  -0.0006
46 H 0.07 -1.31 -3.11  0.0006
47 C -2.16 -0.80 -6.31  0.0000
48 C -3.26 -1.17 -7.12  0.0000
49 C -3.51 -2.53 -7.31  0.0000
50 C -2.66 -3.50 -6.76  0.0000
51 C -1.51 -3.10 -6.07  0.0000
52 C -1.22 -1.75 -5.89  0.0001
53 O -2.01 0.46 -5.78  0.0000
54 H -2.71 1.04 -6.13  0.0000
55 H -3.91 -0.39 -7.54  0.0000
56 H -4.38 -2.84 -7.89  0.0000
57 H -2.89 -4.56 -6.87  0.0000
58 H -0.82 -3.85 -5.66  0.0000
59 H -0.32 -1.40 -5.39  0.0000
60 C 1.06 -1.86 4.98  -0.0001
61 N -0.01 -0.90 5.27  -0.0012
62 C 0.21 -0.11 6.48  0.0000
63 C -0.86 -0.49 4.28  0.0016
64 N -0.56 -0.69 2.99  -0.0061
65 N -1.99 0.15 4.61  -0.0012
66 C -2.61 0.00 5.92  0.0000
67 C -2.86 0.68 3.56  0.0025
68 H 1.91 -1.40 4.43  0.0001
69 H 1.43 -2.23 5.95  0.0000
70 H 0.67 -2.71 4.40  0.0000
71 H -0.41 0.80 6.48  0.0000
72 H -0.02 -0.70 7.38  0.0000
73 H 1.27 0.20 6.56  -0.0001
74 H 0.24 -1.33 2.97  0.0004
75 H -2.56 0.95 6.48  -0.0001
76 H -3.66 -0.26 5.82  0.0000
77 H -2.11 -0.79 6.48  0.0000
78 H -2.37 1.52 3.03  -0.0012
79 H -3.13 -0.10 2.82  0.0003
80 H -3.77 1.02 4.07  0.0000

=====

Max |F| readings, ordered: 0.063, 0.076, 0.027, 0.076, 0.049 Eh/bohr